(1)
Below is C29H59F9InNO18P5S as an isolated structure in a non-equilibrium geometry, with properties calculated with the ωB97M-V functional and the def2-TZVPD basis.

Element x y z (Å)
C -7.0341 -2.2920 4.3697
C -6.3896 -2.3376 3.0031
C -5.5185 -3.6468 2.4601
In -3.4816 -3.7125 3.5474
C -2.0048 -2.7636 2.0476
C -2.6288 -1.2668 1.7284
C -1.6425 -0.2971 0.8451
C -0.0483 -0.4137 1.2044
C 0.3435 0.2132 2.7055
F -0.5872 1.3976 2.8505
F -0.0351 -0.6964 3.8249
C 1.8497 0.8327 2.7883
F 1.8141 1.8890 3.8682
F 2.2560 1.5863 1.5440
S 3.2230 -0.3370 3.2317
F 4.2117 1.0337 3.6833
F 3.8972 -0.1403 1.6296
F 2.4350 -1.7326 2.6408
F 2.7087 -0.5622 4.8487
F 4.5835 -1.3250 3.5874
C -3.0682 -5.9022 3.9467
C -1.9473 -6.2045 5.1038
O -1.5941 -7.5068 5.2911
C -1.2032 -5.1026 6.0624
C -0.1404 -3.9507 5.4880
C 0.5135 -2.9565 6.6379
C 0.1820 -3.0188 8.2429
C -0.8416 -4.1761 8.7950
C -1.5140 -5.1911 7.6968
P -3.7522 -2.2716 5.6146
N -2.2122 -1.3464 5.9000
O -3.9990 -3.2409 7.0745
H -7.2777 -1.2623 4.9150
H -7.3309 -3.2674 4.9521
H -6.5764 -1.4061 2.3151
H -6.1053 -4.6017 2.8612
H -5.4033 -3.6487 1.2922
H -1.9579 -3.4302 1.0648
H -0.9347 -2.7334 2.5218
H -3.0553 -0.7252 2.6960
H -3.5890 -1.4657 1.0473
H -2.0675 0.8088 0.8488
H -1.7535 -0.6615 -0.2865
H 0.3429 -1.5410 1.1673
H 0.5348 0.1349 0.3274
H -4.0715 -6.4922 4.1757
H -2.6386 -6.3533 2.9284
H 0.1244 -3.8823 4.3323
H 1.2518 -2.1296 6.2609
H 0.7125 -2.2063 8.9343
H -1.0553 -4.2203 9.9466
H -2.2560 -6.0152 8.0830
H -2.2023 -0.4810 5.2838
H -2.2261 -0.9490 6.8871
H -3.2755 -2.8899 7.7053
C -0.5143 -7.0959 0.8515
O 0.5232 -6.1978 1.1925
P 1.2046 -5.0884 0.0533
O -0.0966 -4.2808 0.0477
O 1.1211 -6.2140 -1.1500
C 1.9467 -7.3578 -1.0882
O 1.8861 -3.9790 -1.0859
C 3.2509 -3.7053 -0.8454
H -1.2300 -7.1264 1.6795
H -1.0334 -6.8103 -0.0609
H -0.0791 -8.1049 0.7643
H 1.3239 -8.2398 -1.1848
H 2.4970 -7.4137 -0.1453
H 2.6494 -7.3449 -1.9291
H 3.8307 -4.6293 -0.8621
H 3.3592 -3.2156 0.1280
H 3.6193 -3.0320 -1.6231
C 1.5654 1.7757 -2.9534
O 0.7175 2.5525 -2.1307
P -0.9913 2.6479 -2.3837
O -1.1483 1.1926 -1.9332
O -0.7860 2.6644 -4.0206
C -0.1786 3.7826 -4.6322
O -2.7000 2.7433 -2.6367
C -3.2481 3.9890 -2.2582
H 2.3002 1.2741 -2.3151
H 1.0225 1.0297 -3.5297
H 2.1246 2.4603 -3.6121
H 0.6489 3.4371 -5.2412
H 0.1977 4.4969 -3.8950
H -0.9027 4.2747 -5.2914
H -2.7642 4.7978 -2.8075
H -3.1115 4.1362 -1.1818
H -4.3176 3.9878 -2.4822
C 3.0068 -0.3377 -5.7105
O 4.0443 0.5604 -5.3695
P 4.7257 1.6698 -6.5087
O 3.4245 2.4773 -6.5143
O 4.6422 0.5441 -7.7120
C 5.4678 -0.5996 -7.6502
O 5.4073 2.7792 -7.6479
C 6.7720 3.0529 -7.4074
H 2.2911 -0.3682 -4.8825
H 2.4877 -0.0521 -6.6229
H 3.4421 -1.3467 -5.7977
H 4.8451 -1.4816 -7.7468
H 6.0181 -0.6555 -6.7073
H 6.1705 -0.5867 -8.4911
H 7.3518 2.1289 -7.4241
H 6.8803 3.5426 -6.4339
H 7.1404 3.7261 -8.1851
C -2.9777 10.6854 -3.2139
O -1.6686 10.5717 -3.7362
P -0.7511 9.1085 -3.6357
O -1.6901 8.4398 -4.6438
O -1.3233 8.8096 -2.1174
C -0.9395 9.6541 -1.0529
O 0.1665 7.6453 -3.5351
C 1.5577 7.8687 -3.4355
H -3.5837 11.2577 -3.9239
H -3.4457 9.7186 -3.0407
H -2.9257 11.2763 -2.2848
H -1.8336 10.0112 -0.5548
H -0.3607 10.5134 -1.4017
H -0.3528 9.0802 -0.3266
H 1.7803 8.4857 -2.5638
H 1.9138 8.3657 -4.3440
H 2.0646 6.9058 -3.3371

Results
Total charge: -1
HOMO energy (eV): -3.012
Gap between HOMO and LUMO (eV): 0.959

Atomic partial charges in e from the Mulliken method, atoms 1 to 4:
1. C -0.724
2. C 0.056
3. C -0.812
4. In 0.706



(2)
Below is a 2-piece molecular cluster, C4H10N2 overall in a non-equilibrium geometry, with properties calculated with the ωB97M-V functional and the def2-TZVPD basis.

Element x y z (Å)
C -1.7626 0.1882 -0.8550
C -2.4434 0.6571 0.4554
C -2.1950 1.8447 1.0744
H -2.5055 -0.2805 -1.5422
H -1.3946 0.9378 -1.5493
H -1.0399 -0.6292 -0.6641
H -3.1512 -0.0368 0.9610
H -2.8254 2.2354 1.8616
H -1.7767 2.7506 0.5370
N 2.1975 -1.6833 0.7356
C 2.2034 -0.4727 -0.0564
N 2.1231 -0.4600 -1.3465
H 1.9417 -2.5762 0.2764
H 1.7871 -1.5895 1.6267
H 2.0748 0.3740 0.6032
H 1.8314 0.5138 -1.5449

Results
Total charge: 0
SMILES string: [H]/N=C/N.C=CC
Energy relative to the best compared isomer or geometry (same formula, charge and spin) (kJ/mol): 195.0
HOMO energy (eV): -9.385
Gap between HOMO and LUMO (eV): 10.325

Atomic partial charges in e from the Mulliken method, atoms 1 to 4:
1. C -0.924
2. C 0.066
3. C -0.756
4. H 0.316